No. 1
The following is a quantum chemistry calculation of C6H6Br2 in the gas phase at a distorted geometry, from OMol25.

Each line ends with the Löwdin charge.
Element x y z (Å)
C (1.528, 0.384, 0.273)  -0.176
C (0.717, -0.926, 0.012)  -0.167
C (0.441, 1.440, 0.324)  -0.169
C (-0.739, -0.534, -0.423)  -0.519
C (-1.571, -1.769, -0.373)  -0.522
C (-0.735, 0.922, -0.028)  -0.701
Br (-3.248, -1.488, 0.092)  0.782
Br (-2.240, 2.063, -0.024)  0.701
H (2.022, 0.507, 1.400)  0.160
H (2.330, 0.573, -0.516)  0.119
H (0.961, -1.716, -0.677)  0.099
H (0.573, -1.485, 0.977)  0.122
H (0.785, 2.460, 0.502)  0.112
H (-0.826, -0.430, -1.539)  0.159

The largest force on an atom comes out at 0.06318 Eh/bohr. The gap between HOMO and LUMO comes out at 8.2 eV. Its HOMO energy is -8.6491 eV. The lowest unoccupied orbital energy comes out at -0.01785 hartree. The value obtained for the energy above the lowest of the compared OMol25 structures with the same formula, charge and spin is 3.292 eV.

No. 2
The following is a quantum chemistry calculation of 2 unconnected molecules or ions with the total composition C4H8N2O at a distorted geometry, from OMol25.

Each line ends with the Löwdin charge.
Element x y z (Å)
C (1.690, -0.067, 0.686)  -0.022
C (0.667, -0.478, -0.343)  -0.455
O (0.471, -1.645, -0.626)  0.026
C (-2.537, -0.932, 1.063)  -0.068
N (-2.077, -1.963, 0.748)  0.051
C (-0.121, 0.623, -1.040)  -0.230
N (-0.202, 1.843, -0.251)  0.000
H (1.197, -0.024, 1.665)  0.092
H (2.090, 0.929, 0.487)  0.076
H (2.479, -0.819, 0.736)  0.084
H (0.444, 0.845, -1.957)  0.130
H (-1.570, -2.756, 0.404)  0.071
H (-1.082, 0.188, -1.354)  0.107
H (-0.667, 2.569, -0.787)  0.073
H (-0.779, 1.686, 0.571)  0.065

The largest force on an atom comes out at 0.02361 Eh/bohr. The gap between HOMO and LUMO comes out at 10.6 eV. Its HOMO energy is -9.6538 eV. The lowest unoccupied orbital energy comes out at 0.03538 hartree. The value obtained for the energy above the lowest of the compared OMol25 structures with the same formula, charge and spin is 2.396 eV.

No. 3
The following is a quantum chemistry calculation of 2 unconnected molecules or ions with the total composition CH7N3P at a distorted geometry, from OMol25.

Each line ends with the Löwdin charge.
Element x y z (Å)
C (0.472, 0.750, 0.422)  -0.386
N (1.440, 1.552, 0.202)  0.070
N (-1.757, -0.781, -1.911)  -0.253
N (0.228, 0.520, 1.679)  0.072
P (-0.133, -0.959, -1.751)  0.984
H (1.917, 1.966, 1.057)  0.149
H (1.632, 1.836, -0.759)  0.111
H (-2.302, -0.629, -2.725)  0.057
H (-2.273, -1.045, -1.091)  0.045
H (0.828, 1.048, 2.432)  0.163
H (-0.434, -0.065, 2.151)  0.099
H (0.211, -0.227, -2.872)  -0.110

The largest force on an atom comes out at 0.07787 Eh/bohr. The gap between HOMO and LUMO comes out at 7.9 eV. Its net charge is +1. Its HOMO energy is -13.1837 eV. The lowest unoccupied orbital energy comes out at -0.19395 hartree. The value obtained for the energy above the lowest of the compared OMol25 structures with the same formula, charge and spin is 1.936 eV.

No. 4
The following is a quantum chemistry calculation of a molecular structure, C26H42Cl18FN3O2S at a distorted geometry, from OMol25.

Each line ends with the Löwdin charge.
Element x y z (Å)
O (5.222, -2.762, 4.358)  0.121
N (4.823, -2.980, 3.299)  0.033
O (3.809, -1.994, 2.897)  -0.067
C (4.440, -1.012, 2.141)  -0.241
C (5.051, 0.044, 2.732)  0.030
C (5.722, 1.058, 1.962)  -0.200
C (6.360, 2.193, 2.765)  -0.160
C (7.467, 2.872, 1.926)  -0.245
F (8.407, 1.951, 1.507)  -0.041
C (5.758, 0.985, 0.608)  0.018
C (5.115, -0.117, -0.038)  -0.358
N (5.101, -0.285, -1.357)  -0.206
S (4.266, -1.672, -1.576)  1.000
N (3.929, -2.064, -0.060)  -0.221
C (4.449, -1.119, 0.723)  -0.289
H (5.021, 0.081, 3.814)  0.100
H (6.890, 1.733, 3.603)  0.123
H (5.599, 2.892, 3.097)  0.031
H (7.979, 3.565, 2.601)  0.118
H (7.071, 3.453, 1.086)  0.049
H (6.260, 1.713, -0.011)  0.114
Cl (3.774, 2.379, 5.056)  0.599
C (2.914, 3.886, 5.464)  -0.636
C (3.276, 5.007, 4.522)  -0.674
Cl (4.968, 5.533, 4.727)  0.544
H (3.148, 4.137, 6.496)  0.068
H (1.848, 3.675, 5.392)  0.074
H (2.645, 5.872, 4.719)  0.055
H (3.143, 4.714, 3.483)  0.001
Cl (-0.434, -5.072, -0.737)  0.551
C (0.803, -5.694, 0.390)  -0.684
C (2.096, -4.924, 0.296)  -0.668
Cl (2.932, -5.198, -1.253)  0.533
H (0.946, -6.748, 0.177)  0.030
H (0.392, -5.599, 1.394)  0.067
H (2.774, -5.249, 1.083)  0.075
H (1.937, -3.854, 0.402)  0.048
Cl (1.587, 5.549, 1.292)  0.543
C (2.606, 5.682, -0.165)  -0.645
C (3.474, 4.469, -0.356)  -0.647
Cl (4.743, 4.342, 0.896)  0.669
H (3.199, 6.590, -0.079)  0.073
H (1.930, 5.788, -1.013)  0.025
H (3.982, 4.523, -1.317)  0.079
H (2.890, 3.555, -0.329)  0.021
Cl (1.264, 8.549, 3.501)  0.534
C (-0.240, 9.451, 3.178)  -0.660
C (-1.457, 8.560, 3.190)  -0.664
Cl (-1.480, 7.430, 1.812)  0.528
H (-0.127, 9.956, 2.222)  0.069
H (-0.330, 10.205, 3.959)  0.071
H (-2.356, 9.170, 3.116)  0.071
H (-1.511, 7.975, 4.105)  0.067
Cl (-0.797, 5.587, -1.651)  0.560
C (-1.360, 3.970, -2.158)  -0.686
C (-0.513, 2.865, -1.583)  -0.635
Cl (1.133, 2.838, -2.275)  0.584
H (-1.368, 3.944, -3.245)  0.069
H (-2.383, 3.866, -1.805)  0.002
H (-0.966, 1.902, -1.812)  0.068
H (-0.420, 2.957, -0.503)  0.072
Cl (-1.138, -8.344, 1.118)  0.573
C (-2.594, -7.329, 0.914)  -0.697
C (-3.858, -8.095, 1.211)  -0.686
Cl (-4.182, -9.352, -0.012)  0.540
H (-2.589, -6.940, -0.099)  0.011
H (-2.497, -6.491, 1.602)  0.076
H (-4.708, -7.420, 1.199)  0.018
H (-3.813, -8.577, 2.185)  0.068
Cl (-5.064, -5.479, -0.579)  0.601
C (-5.363, -5.965, -2.272)  -0.666
C (-4.615, -5.090, -3.246)  -0.671
Cl (-5.256, -3.424, -3.278)  0.531
H (-6.435, -5.934, -2.445)  0.066
H (-5.031, -6.997, -2.366)  0.039
H (-4.716, -5.488, -4.251)  0.021
H (-3.556, -5.037, -3.001)  0.068
Cl (-6.107, 5.080, -2.064)  0.542
C (-6.683, 3.472, -2.571)  -0.665
C (-5.836, 2.364, -2.001)  -0.642
Cl (-4.196, 2.352, -2.702)  0.596
H (-6.692, 3.447, -3.658)  0.068
H (-7.706, 3.372, -2.213)  0.073
H (-6.286, 1.399, -2.228)  0.074
H (-5.737, 2.453, -0.922)  0.071
Cl (-5.677, -7.856, -5.040)  0.602
C (-6.942, -7.359, -6.196)  -0.639
C (-6.480, -7.481, -7.625)  -0.665
Cl (-5.209, -6.297, -8.018)  0.544
H (-7.230, -6.337, -5.957)  0.071
H (-7.799, -8.008, -6.026)  0.074
H (-7.316, -7.289, -8.296)  0.074
H (-6.090, -8.474, -7.832)  0.068

The largest force on an atom comes out at 0.04376 Eh/bohr. The gap between HOMO and LUMO comes out at 8.2 eV. Its HOMO energy is -8.6783 eV. The lowest unoccupied orbital energy comes out at -0.01810 hartree.

No. 5
The following is a quantum chemistry calculation of C2H3BrFNO2 in the gas phase at a distorted geometry, from OMol25.

Each line ends with the Löwdin charge.
Element x y z (Å)
C (-0.105, 0.012, -0.187)  -0.070
C (-1.427, 0.618, -0.522)  -0.554
N (-1.772, 1.911, 0.384)  -0.391
O (-1.724, 1.842, 1.599)  0.066
O (-1.998, 2.846, -0.312)  0.120
F (-1.691, 0.818, -1.822)  0.051
Br (-3.074, -0.756, 0.153)  0.492
H (0.793, 0.326, -0.709)  0.093
H (0.037, 0.116, 0.895)  0.089
H (-0.033, -1.107, -0.315)  0.104

Its SMILES is C[C@@](F)(Br)[N+](=O)[O-]. The largest force on an atom comes out at 0.05493 Eh/bohr. The gap between HOMO and LUMO comes out at 9.6 eV. Its HOMO energy is -10.7967 eV. The lowest unoccupied orbital energy comes out at -0.04277 hartree. The value obtained for the energy above the lowest of the compared OMol25 structures with the same formula, charge and spin is 0.578 eV.